C3H14O5 | ωB97M-V/def2-TZVPD

```
22
Properties=species:S:1:pos:R:3:mulliken_charge:R:1
C -1.477 -1.101 0.977 -0.4095
O -0.128 -1.537 0.667 -0.5841
C -2.266 -0.773 -0.254 0.0420
C -3.388 -0.063 -0.228 -0.8757
H -1.439 -0.235 1.653 0.3180
H -1.866 -1.887 1.633 0.2887
H 0.426 -0.769 0.908 0.3911
H -1.788 -1.114 -1.165 0.3090
H -4.011 0.080 -1.099 0.2670
H -3.735 0.376 0.700 0.2591
H 2.578 1.817 1.927 0.3873
H 2.726 3.045 2.958 0.3107
O 2.605 2.776 2.043 -0.6456
H 1.392 0.036 -2.274 0.4277
H 1.196 1.598 -2.564 0.3073
O 1.820 0.933 -2.231 -0.7150
H 2.112 0.444 -0.203 0.3303
H 1.254 1.248 0.851 0.3410
O 1.747 0.440 0.700 -0.8023
H 1.176 -2.226 -2.161 0.2979
H 0.434 -1.614 -0.937 0.4785
O 0.633 -1.473 -1.901 -0.7234
```

Summary:
HOMO (Ha): -0.364
E_tot (eV): -13575.002
Charge: 0
SMILES: C=CCO.O.O.O.O
Gap between HOMO and LUMO (Ha): 0.387
ΔE to the lowest compared entry with this formula, charge and spin (kcal per mole): 22.9

=====

FHNO | ωB97M-V/def2-TZVPD

```
4
Properties=species:S:1:pos:R:3:mulliken_charge:R:1
N -0.573 -1.871 0.997 0.0521
O -0.880 -2.841 0.390 -0.5300
F -1.482 -1.720 2.325 -0.5065
H 1.612 0.207 1.285 -0.0155
```

Summary:
HOMO (spin up / spin down) (Ha): -0.140 / -0.036
E_tot (eV): -6266.585
Charge: -1
Gap between HOMO and LUMO (spin up / spin down) (Ha): 0.352 / 0.185
ΔE to the lowest compared entry with this formula, charge and spin (kcal per mole): 55.6

=====

C19H34NO4PTl | ωB97M-V/def2-TZVPD

```
60
Properties=species:S:1:pos:R:3:mulliken_charge:R:1
Tl -0.442 -0.108 -0.480 1.6869
C 3.008 4.907 2.829 -0.7843
O 3.274 3.704 3.540 -0.4303
C 2.679 2.574 3.044 0.8578
C 2.947 1.413 3.745 -0.9130
C 2.392 0.202 3.328 -0.9027
C 1.550 0.117 2.195 1.3729
C 0.973 -1.245 1.790 1.0208
C 1.296 -2.490 2.589 -1.4981
O 0.231 -1.421 0.821 -0.8463
C 1.252 1.298 1.446 -0.3799
O 0.509 1.354 0.409 -0.8056
C 1.848 2.498 1.924 -0.2778
H 3.544 5.716 3.335 0.2493
H 1.941 5.154 2.852 0.3306
H 3.384 4.853 1.802 0.3192
H 3.589 1.444 4.619 0.4450
H 2.648 -0.659 3.927 0.2252
H 1.949 -2.358 3.445 0.3525
H 1.777 -3.212 1.922 0.3120
H 0.357 -2.914 2.959 0.3210
H 1.619 3.395 1.351 0.4273
C -5.203 -1.518 1.505 -1.2363
C -3.771 -1.028 1.615 -0.5599
P -2.834 -0.861 0.034 0.4433
C -3.067 -2.531 -0.706 -0.7100
C -2.133 -2.794 -1.875 -1.0983
C -3.977 0.187 -0.959 -0.7020
C -3.323 0.758 -2.206 -1.3122
H -5.652 -1.576 2.502 0.4114
H -5.262 -2.517 1.063 0.2981
H -5.823 -0.843 0.907 0.2876
H -3.213 -1.710 2.267 0.4027
H -3.769 -0.051 2.112 0.4469
H -4.103 -2.678 -1.026 0.5245
H -2.860 -3.280 0.066 0.4256
H -2.340 -2.133 -2.721 0.2168
H -2.257 -3.824 -2.227 0.4238
H -1.083 -2.663 -1.591 0.1599
H -4.303 1.026 -0.334 0.4288
H -4.876 -0.371 -1.241 0.4826
H -2.421 1.329 -1.962 0.5386
H -4.018 1.433 -2.716 0.4315
H -3.046 -0.025 -2.917 0.2538
C 3.729 0.714 -3.283 -0.9730
N 2.534 0.438 -2.504 0.2606
C 2.079 1.445 -1.560 -0.8646
C 1.791 -0.729 -2.598 0.7916
C 2.236 -1.796 -3.569 -1.2881
O 0.782 -0.917 -1.914 -0.6110
H 4.146 1.694 -3.040 0.2873
H 3.475 0.690 -4.347 0.3548
H 4.479 -0.053 -3.070 0.3478
H 2.731 2.322 -1.562 0.3405
H 2.064 1.010 -0.555 0.1512
H 1.063 1.751 -1.827 0.2168
H 3.135 -1.545 -4.131 0.4144
H 1.429 -1.973 -4.286 0.3095
H 2.433 -2.715 -3.010 0.2888
H -1.094 1.113 -1.726 -0.6662
```

Summary:
HOMO (Ha): -0.386
E_tot (eV): -43907.448
Charge: +1
Gap between HOMO and LUMO (Ha): 0.285
ΔE to the lowest compared entry with this formula, charge and spin (kcal per mole): 0.0

=====

C17H24CuF6N4O2Si | ωB97M-V/def2-TZVPD

```
55
Properties=species:S:1:pos:R:3:mulliken_charge:R:1
Cu 0.495 -0.449 -0.391 -0.2869
C 3.579 0.247 -2.094 -2.0077
C 2.209 0.538 -2.715 0.9438
O 1.254 0.817 -1.796 -0.0953
C 2.353 1.785 -3.634 0.7295
F 2.791 2.834 -2.909 -0.2812
F 3.227 1.631 -4.656 -0.2779
F 1.173 2.150 -4.179 -0.2488
C 1.806 -0.695 -3.567 0.5084
F 0.593 -0.548 -4.130 -0.2513
F 1.750 -1.788 -2.783 -0.2567
F 2.681 -0.976 -4.565 -0.2950
H 3.833 1.081 -1.443 0.4403
H 4.354 0.122 -2.853 0.4323
H 3.505 -0.656 -1.488 0.3891
C -2.004 1.490 1.594 -0.4332
Si -0.224 1.173 2.176 -0.0916
C 0.797 2.553 1.395 -0.6115
C -0.331 1.524 4.031 -1.3148
N 0.325 -0.322 1.616 0.4158
C 0.788 -1.438 2.277 0.7400
C 0.959 -1.519 3.685 -0.3955
C 1.486 -2.647 4.298 -0.6659
C 1.856 -3.765 3.562 -0.4411
C 1.667 -3.731 2.183 -0.7796
C 1.145 -2.611 1.561 -0.1433
H -2.277 2.543 1.734 0.4106
H -2.727 0.870 2.138 0.2881
H -2.088 1.260 0.525 -0.2995
H 0.227 3.490 1.326 0.2716
H 1.084 2.249 0.380 -0.1690
H 1.716 2.758 1.959 0.3156
H -0.730 2.533 4.182 0.3306
H 0.641 1.468 4.534 0.3395
H -1.008 0.817 4.524 0.3333
H 0.677 -0.669 4.292 0.0994
H 1.605 -2.649 5.378 0.3435
H 2.272 -4.639 4.049 0.3571
H 1.922 -4.600 1.585 0.3307
H 0.982 -2.622 0.485 0.3812
C -4.195 1.196 -1.824 -1.0833
N -3.345 0.039 -1.647 0.1242
C -3.692 -1.094 -0.814 -0.4090
C -2.337 -1.814 -0.697 0.2168
O -2.192 -2.899 -0.187 -0.6680
N -1.370 -1.008 -1.256 -0.1296
C -1.990 0.056 -1.768 0.2173
N -1.347 1.044 -2.379 -0.1478
H -5.231 0.883 -1.716 0.3720
H -4.078 1.611 -2.828 0.3710
H -3.991 1.980 -1.087 0.2961
H -4.447 -1.735 -1.266 0.3485
H -4.020 -0.788 0.185 0.2710
H -0.301 1.033 -2.354 -0.0567
H -1.828 1.886 -2.630 0.2232
```

Summary:
HOMO (Ha): -0.130
E_tot (eV): -96902.255
Charge: -1
Gap between HOMO and LUMO (Ha): 0.225

=====

> Look up the E_tot of the second one.

-6266.585 eV

=====

Repeat the first record exactly.
C3H14O5 | ωB97M-V/def2-TZVPD

```
22
Properties=species:S:1:pos:R:3:mulliken_charge:R:1
C -1.477 -1.101 0.977 -0.4095
O -0.128 -1.537 0.667 -0.5841
C -2.266 -0.773 -0.254 0.0420
C -3.388 -0.063 -0.228 -0.8757
H -1.439 -0.235 1.653 0.3180
H -1.866 -1.887 1.633 0.2887
H 0.426 -0.769 0.908 0.3911
H -1.788 -1.114 -1.165 0.3090
H -4.011 0.080 -1.099 0.2670
H -3.735 0.376 0.700 0.2591
H 2.578 1.817 1.927 0.3873
H 2.726 3.045 2.958 0.3107
O 2.605 2.776 2.043 -0.6456
H 1.392 0.036 -2.274 0.4277
H 1.196 1.598 -2.564 0.3073
O 1.820 0.933 -2.231 -0.7150
H 2.112 0.444 -0.203 0.3303
H 1.254 1.248 0.851 0.3410
O 1.747 0.440 0.700 -0.8023
H 1.176 -2.226 -2.161 0.2979
H 0.434 -1.614 -0.937 0.4785
O 0.633 -1.473 -1.901 -0.7234
```

Summary:
HOMO (Ha): -0.364
E_tot (eV): -13575.002
Charge: 0
SMILES: C=CCO.O.O.O.O
Gap between HOMO and LUMO (Ha): 0.387
ΔE to the lowest compared entry with this formula, charge and spin (kcal per mole): 22.9

=====

> Look up the E_tot of the third one.

-43907.448 eV

=====

> What is the charge in the fourth record?

-1